Computed, not measured: 2 unconnected molecules or ions with the total composition CH5NO3S, with wB97M-V/def2-TZVPD.

2S+1 = 1
HOMO energy (alpha / beta) = -9.18 / -9.46 eV
Total charge = 0
E_tot = -19580.528 eV
Energy above the lowest of the compared OMol25 structures with the same formula, charge and spin = 5.803 eV

Last column: Löwdin charge in e.
CARTESIAN COORDINATES (ANGSTROEM)
S  -0.06  -0.13  -1.06  0.730
O  -0.68  2.47  1.11  -0.077
O  -1.42  -0.18  -1.50  -0.383
O  1.03  -0.40  -1.98  -0.395
N  0.50  1.92  0.86  -0.034
C  0.09  -1.75  0.06  -0.137
H  1.12  -1.83  0.53  0.073
H  -0.85  -2.02  0.52  0.037
H  0.31  -2.54  -0.65  0.032
H  1.21  2.58  0.51  0.063
H  -1.24  1.89  1.60  0.092


Computed, not measured: a single CH5NOS2 molecule, with wB97M-V/def2-TZVPD.

2S+1 = 1
HOMO energy = -8.92 eV
Total charge = 0
E_tot = -26324.226 eV
Energy above the lowest of the compared OMol25 structures with the same formula, charge and spin = 2.175 eV

Last column: Löwdin charge in e.
CARTESIAN COORDINATES (ANGSTROEM)
S  -0.08  0.81  0.74  0.631
S  -1.17  -1.06  0.60  0.538
O  0.27  1.08  2.13  -0.585
N  -1.89  -0.47  -0.88  -0.432
C  1.58  0.36  0.06  -0.254
H  1.93  -0.57  0.34  0.029
H  -2.96  -0.50  -0.96  0.065
H  2.15  1.13  0.51  0.036
H  -1.42  -0.95  -1.61  -0.025
H  1.59  0.18  -0.92  -0.004